(1)
ORCA calculation (the ωB97M-V functional and the def2-TZVPD basis) on one molecule with the formula C5H10N2O.

```
18
Properties=species:S:1:pos:R:3:mulliken_charge:R:1
C -2.283 0.778 -0.259 -1.115
C -0.963 0.183 0.137 0.997
C 2.069 1.182 0.369 -0.235
C -0.689 -0.226 1.368 -1.090
N 2.081 -0.021 0.024 -0.388
H -2.125 1.765 -0.690 0.283
H -2.755 0.158 -1.019 0.271
H -2.939 0.859 0.601 0.361
H 2.843 1.516 1.045 0.285
H 1.333 1.922 0.045 0.227
H 0.263 -0.628 1.667 0.330
H -1.433 -0.141 2.138 0.283
N 1.010 -1.963 -0.665 -0.523
C 1.119 -0.556 -0.888 -0.207
O -0.129 0.141 -0.951 -0.398
H 0.732 -2.172 0.286 0.322
H 0.344 -2.378 -1.305 0.265
H 1.522 -0.418 -1.905 0.330
```

Summary:
Multiplicity: 1
Largest force on an atom: 0.79 eV/Å
Structure (SMILES): C=N[C@@H](N)OC(=C)C
HOMO: -0.331 Ha
Kohn-Sham gap: 9.91 eV



(2)
ORCA calculation (the ωB97M-V functional and the def2-TZVPD basis) on H2N2O4P as an isolated structure.

```
9
Properties=species:S:1:pos:R:3:mulliken_charge:R:1
N 1.466 -0.446 -0.066 -0.537
N -1.065 1.128 -0.106 0.508
O -2.222 1.314 -0.425 -0.575
O -0.543 -1.625 -1.201 -0.621
O -0.320 1.951 0.395 -0.550
O -0.533 -1.395 1.346 -0.643
P -0.124 -0.961 -0.017 0.911
H 1.928 -0.082 -0.778 0.226
H 1.413 0.116 0.853 0.280
```

Summary:
Multiplicity: 1
Charge: -1
Largest force on an atom: 8.14 eV/Å
HOMO: -0.175 Ha
Kohn-Sham gap: 8.98 eV